54
Properties=species:S:1:pos:R:3:nbo_charge:R:1 method="wB97M-V/def2-TZVPD" de_lowest_kj_mol=2.3 homo_energy_ev="-13.74 / -13.74" fmax_ev_per_a=6.060 total_charge=+2 orbital_gap_ev="4.803 / 4.802"
Bi 0.291 0.256 -0.168 1.435
P 2.500 -1.191 -0.395 0.988
C 2.454 -1.209 -2.158 -0.853
C 1.131 -1.584 -2.690 0.248
N -0.026 -1.239 -1.995 -0.612
C -1.274 -1.510 -2.474 0.215
C -1.395 -2.369 -3.551 -0.262
C -0.272 -2.809 -4.241 -0.084
C 0.998 -2.431 -3.805 -0.236
C -2.517 -0.884 -1.825 -0.727
P -2.299 0.771 -1.063 1.064
H 1.874 -2.663 -4.402 0.257
H -2.399 -2.641 -3.862 0.243
H -0.397 -3.380 -5.159 0.259
H -3.377 -0.796 -2.524 0.316
H -2.996 -1.509 -1.051 0.291
H 4.383 2.747 -4.633 0.469
H 3.256 -1.744 -2.673 0.268
H -0.177 3.986 -3.757 0.453
O 4.121 2.852 -3.744 -0.919
H 4.253 1.942 -3.456 0.451
H -1.231 1.487 0.084 0.195
O 0.336 4.724 -3.390 -0.910
H 0.177 4.704 -2.422 0.460
C -2.834 1.903 -2.373 -0.950
H -3.825 1.597 -2.770 0.292
H -2.922 2.929 -1.966 0.291
H -2.124 1.872 -3.221 0.274
C -3.657 0.795 0.119 -0.969
H -3.487 1.604 0.845 0.282
H -4.621 0.973 -0.387 0.282
H -3.716 -0.167 0.652 0.275
C 2.171 -2.560 0.880 -0.957
H 3.018 -3.157 1.222 0.274
H 1.731 -2.144 1.785 0.256
H 1.452 -3.306 0.541 0.257
C 4.040 -0.307 0.153 -0.932
H 3.978 0.100 1.184 0.268
H 4.932 -0.963 0.099 0.281
H 4.154 0.527 -0.555 0.265
Cl -0.168 -0.054 8.484 0.101
C -0.315 0.139 6.804 -0.008
C -0.501 -0.979 5.977 -0.218
C -0.609 -0.817 4.587 -0.145
C -0.543 0.465 4.038 -0.230
C -0.359 1.578 4.855 -0.127
C -0.252 1.418 6.238 -0.221
C -0.454 0.610 2.579 0.789
O -0.538 -0.491 1.869 -0.750
O -0.262 1.748 2.073 -0.660
H -0.558 -1.959 6.447 0.246
H -0.734 -1.672 3.915 0.233
H -0.290 2.548 4.380 0.244
H -0.121 2.262 6.897 0.249


59
Properties=species:S:1:pos:R:3:nbo_charge:R:1 method="wB97M-V/def2-TZVPD" homo_energy_ev=-9.41 fmax_ev_per_a=5.729 total_charge=0 smiles="C[C@H](Br)C[C@@H]1C[C@@H](CCCI)C(=O)N1.CCOC(=O)C(F)(F)F.CCOC(=O)C(F)(F)F" orbital_gap_ev=9.850
C 0.670 0.801 -1.255 -0.631
C 0.270 -0.035 -0.035 -0.205
Br 1.002 -1.853 -0.110 -0.020
C -1.251 -0.043 0.255 -0.433
C -1.442 0.357 1.706 -0.055
C -0.786 -0.527 2.779 -0.407
C -1.159 0.376 4.007 -0.338
C -0.017 1.396 4.114 -0.396
C -0.221 2.467 5.211 -0.441
C 0.440 3.777 4.805 -0.488
I -0.554 4.713 3.153 0.057
C -2.556 0.908 3.571 0.718
O -3.250 1.553 4.207 -0.506
N -2.810 0.480 2.219 -0.668
H 1.599 1.312 -1.031 0.218
H 0.835 0.132 -2.090 0.230
H -0.046 1.581 -1.485 0.215
H 0.756 0.411 0.820 0.199
H -1.573 -1.065 0.078 0.217
H -1.766 0.623 -0.422 0.222
H -1.109 1.395 1.722 0.196
H 0.281 -0.667 2.700 0.220
H -1.377 -1.424 2.938 0.206
H -1.246 -0.127 4.965 0.229
H 0.221 1.895 3.180 0.207
H 0.872 0.832 4.390 0.206
H 0.282 2.154 6.122 0.213
H -1.289 2.615 5.332 0.230
H 1.466 3.604 4.508 0.210
H 0.492 4.445 5.654 0.223
H -3.220 -0.452 2.247 0.366
C -1.212 5.125 -4.756 -0.637
C 0.019 5.018 -5.631 -0.079
O 1.219 5.020 -4.837 -0.476
C 1.573 3.856 -4.303 0.693
O 0.985 2.821 -4.426 -0.539
C 2.893 4.032 -3.533 0.899
F 2.882 5.151 -2.788 -0.308
F 3.927 4.130 -4.391 -0.309
F 3.141 3.005 -2.713 -0.303
H -1.146 6.003 -4.112 0.217
H -2.109 5.204 -5.370 0.224
H -1.311 4.254 -4.109 0.222
H 0.092 5.885 -6.285 0.197
H -0.015 4.132 -6.265 0.201
C -0.632 -8.285 -1.821 -0.638
C -0.753 -7.585 -0.485 -0.078
O 0.505 -7.009 -0.087 -0.478
C 0.799 -5.823 -0.613 0.691
O 0.121 -5.201 -1.377 -0.533
C 2.142 -5.330 -0.054 0.899
F 3.066 -6.308 -0.042 -0.309
F 2.000 -4.897 1.213 -0.309
F 2.629 -4.319 -0.781 -0.299
H 0.169 -9.025 -1.793 0.216
H -1.566 -8.785 -2.075 0.222
H -0.392 -7.577 -2.615 0.224
H -1.012 -8.302 0.292 0.196
H -1.530 -6.822 -0.500 0.200


56
Properties=species:S:1:pos:R:3:lowdin_charge:R:1 method="wB97M-V/def2-TZVPD" de_lowest_kj_mol=0.0 homo_energy_ev="-14.58 / -14.58" fmax_ev_per_a=0.486 s2=3.75 total_charge=+2 orbital_gap_ev="8.776 / 8.822" multiplicity=4
Nd 0.824 0.457 -0.248 1.857
C 2.478 -2.055 -1.680 -0.057
N 1.701 -3.160 -1.199 -0.100
C 1.995 -4.553 -1.529 -0.075
C 1.018 -5.319 -0.626 -0.075
N 0.313 -4.260 0.112 -0.061
C -0.803 -4.625 0.972 -0.009
C 0.771 -3.044 -0.224 -0.341
N 0.465 -1.841 0.220 -0.100
C -0.438 -1.577 1.355 -0.238
C -1.751 -0.949 0.894 -0.219
N -1.492 0.393 0.330 -0.099
C -2.450 1.309 0.315 -0.348
N -3.773 1.170 0.481 -0.063
C -4.584 -0.037 0.396 -0.007
C -4.457 2.470 0.483 -0.074
C -3.326 3.476 0.239 -0.076
N -2.148 2.615 0.112 -0.092
C -0.817 3.156 0.223 -0.047
H 3.257 -2.430 -2.338 0.113
H 2.981 -1.523 -0.860 0.088
H 1.880 -1.358 -2.286 0.057
H 3.035 -4.790 -1.302 0.133
H 1.817 -4.748 -2.586 0.132
H 1.530 -5.983 0.070 0.135
H 0.301 -5.906 -1.199 0.132
H -1.076 -5.649 0.731 0.103
H -1.676 -4.002 0.783 0.091
H -0.541 -4.592 2.030 0.102
H 0.066 -0.875 2.033 0.102
H -0.635 -2.451 1.964 0.104
H -2.429 -0.891 1.748 0.131
H -2.189 -1.615 0.146 0.106
H -4.069 -0.816 -0.151 0.081
H -5.492 0.204 -0.155 0.102
H -4.866 -0.401 1.384 0.104
H -4.967 2.633 1.431 0.136
H -5.201 2.486 -0.313 0.131
H -3.196 4.159 1.079 0.132
H -3.480 4.064 -0.664 0.132
H -0.877 4.180 0.589 0.116
H -0.294 3.198 -0.742 0.078
H -0.237 2.605 0.969 0.063
Br 1.910 1.945 -3.182 0.813
C 2.814 2.798 -1.738 -0.713
C 3.681 3.854 -1.894 -0.044
C 4.255 4.355 -0.728 0.017
C 3.949 3.800 0.511 0.053
C 3.056 2.749 0.549 -0.170
N 2.503 2.266 -0.572 -0.105
C 2.628 2.047 1.824 -0.536
O 3.112 2.328 2.876 0.170
O 1.689 1.121 1.597 -0.269
H 3.906 4.265 -2.868 0.126
H 4.948 5.183 -0.796 0.134
H 4.382 4.161 1.433 0.142


64
Properties=species:S:1:pos:R:3:nbo_charge:R:1 method="wB97M-V/def2-TZVPD" homo_energy_ev=-8.35 fmax_ev_per_a=12.551 total_charge=0 orbital_gap_ev=8.375
C 0.273 -2.446 1.617 -0.659
C 0.811 -1.624 2.851 0.039
C 1.453 -2.405 3.994 -0.085
O 2.821 -1.921 3.797 -0.447
C 2.981 -1.133 2.901 0.976
O 4.068 -0.741 2.464 -0.621
O 1.831 -0.679 2.464 -0.527
H -0.576 -2.864 2.157 0.236
H 0.954 -3.201 1.224 0.229
H -0.074 -1.886 0.749 0.244
H 0.101 -1.055 3.451 0.214
H 1.336 -3.446 3.695 0.208
H 1.018 -2.190 4.970 0.218
C 0.248 -1.964 -5.091 -0.629
C 0.051 -0.787 -4.025 0.004
C 0.341 -1.202 -2.595 -0.092
O 1.126 -0.176 -2.136 -0.556
C 1.621 0.541 -3.169 0.976
O 2.582 1.280 -3.098 -0.566
O 0.929 0.304 -4.290 -0.490
H 1.311 -2.146 -5.250 0.219
H -0.239 -1.673 -6.022 0.214
H -0.322 -2.845 -4.798 0.213
H -0.972 -0.434 -4.153 0.160
H 0.958 -2.089 -2.453 0.180
H -0.611 -1.370 -2.092 0.193
C -2.535 1.118 0.597 -0.639
C -3.757 0.185 0.234 0.052
C -3.463 -1.271 -0.243 -0.080
O -3.840 -2.040 0.819 -0.495
C -4.459 -1.289 1.777 0.964
O -4.860 -1.840 2.798 -0.584
O -4.489 0.048 1.427 -0.472
H -1.597 0.757 0.176 0.219
H -2.551 1.210 1.683 0.214
H -2.563 2.100 0.125 0.253
H -4.264 0.656 -0.609 0.200
H -2.425 -1.442 -0.529 0.172
H -4.119 -1.700 -1.001 0.186
C 3.252 3.211 1.900 -0.375
Cl 3.838 1.711 1.114 0.124
Cl 2.664 2.615 3.545 -0.029
H 4.108 3.868 2.054 0.247
H 2.409 3.679 1.391 0.248
C 0.347 2.408 2.353 -0.395
Cl 0.440 3.350 0.845 0.031
Cl -0.441 3.345 3.707 -0.046
H -0.244 1.509 2.177 0.192
H 1.362 2.106 2.611 0.193
C -1.542 1.527 -2.847 -0.384
Cl -2.967 2.556 -2.502 0.006
Cl -1.575 0.781 -4.478 0.075
H -0.686 2.198 -2.783 0.234
H -1.401 0.741 -2.105 0.216
C 1.196 -0.285 0.113 -0.187
C 2.070 0.912 -0.051 0.399
O 1.142 1.900 -0.299 -0.547
C -0.108 1.298 -0.490 1.030
O -1.136 1.932 -0.715 -0.656
O 0.035 -0.005 -0.587 -0.513
F 2.939 0.876 -0.991 -0.301
H 0.943 -0.574 1.133 0.253
H 1.667 -1.128 -0.393 0.214
H 2.590 1.133 0.881 0.129


What calculated total energy values result from the calculations? In sequence: -65704.3374, -125279.9340, -118939.2321, -121504.2941 eV.